# C27H53F3O7

3 unconnected molecules or ions with the total composition C27H53F3O7 (wB97M-V/def2-TZVPD, OMol25).

XYZ file:
```
90
C27H53F3O7, DFT wB97M-V/def2-TZVPD
C 2.889 -1.804 2.782
C 2.768 -2.318 1.353
C 3.816 -1.747 0.397
C 3.870 -0.220 0.363
C 4.822 0.298 -0.710
C 5.128 1.792 -0.600
C 3.883 2.657 -0.810
C 3.342 2.604 -2.251
C 1.805 2.472 -2.309
C 1.295 1.172 -2.982
C 0.276 0.446 -2.102
C -0.720 -0.455 -2.846
C -2.101 -0.493 -2.178
C -2.066 -0.749 -0.704
O -2.140 -2.152 -0.305
C -2.144 -2.060 1.053
O -1.726 -2.877 1.802
O -2.682 -0.875 1.433
C -3.140 -0.208 0.228
C -3.190 1.300 0.341
O -2.168 1.754 1.196
C -2.268 3.118 1.557
C -1.053 3.907 1.101
C -4.556 -0.784 -0.091
O -5.198 -1.393 1.021
C -5.939 -0.598 1.813
F -6.875 0.086 1.123
F -6.549 -1.354 2.707
F -5.206 0.325 2.460
H 3.856 -2.087 3.199
H 2.785 -0.727 2.830
H 2.123 -2.267 3.404
H 2.850 -3.406 1.330
H 1.779 -2.073 0.955
H 4.806 -2.139 0.648
H 3.603 -2.088 -0.621
H 4.187 0.145 1.342
H 2.850 0.136 0.193
H 4.392 0.063 -1.687
H 5.755 -0.265 -0.634
H 5.895 2.058 -1.332
H 5.552 1.985 0.388
H 3.127 2.312 -0.105
H 4.119 3.684 -0.529
H 3.626 3.542 -2.729
H 3.825 1.796 -2.795
H 1.444 2.484 -1.279
H 1.351 3.343 -2.781
H 2.164 0.522 -3.086
H 0.875 1.400 -3.959
H 0.792 -0.152 -1.349
H -0.304 1.190 -1.546
H -0.349 -1.472 -2.971
H -0.861 -0.063 -3.855
H -2.706 -1.269 -2.653
H -2.609 0.445 -2.406
H -1.152 -0.408 -0.212
H -3.056 1.739 -0.656
H -4.170 1.629 0.692
H -3.164 3.584 1.139
H -2.362 3.188 2.643
H -0.128 3.372 1.300
H -1.035 4.858 1.635
H -1.111 4.147 0.040
H -5.174 0.004 -0.520
H -4.482 -1.563 -0.843
C 4.525 -1.192 7.054
C 4.071 0.111 6.411
C 3.437 1.046 7.430
O 3.167 -0.153 5.341
H 3.669 -1.721 7.482
H 4.980 -1.846 6.310
H 5.249 -1.011 7.849
H 4.927 0.605 5.950
H 2.550 0.582 7.870
H 3.122 1.974 6.952
H 4.132 1.287 8.235
H 2.392 -0.593 5.709
C -4.560 -3.631 -5.978
C -4.924 -2.299 -5.341
C -5.871 -1.497 -6.219
O -3.744 -1.544 -5.060
H -4.050 -3.469 -6.931
H -3.884 -4.192 -5.332
H -5.448 -4.237 -6.163
H -5.391 -2.477 -4.371
H -5.399 -1.272 -7.180
H -6.122 -0.548 -5.745
H -6.794 -2.045 -6.411
H -3.301 -1.367 -5.896
```

The HOMO energy is -10.059 eV. As for the LUMO energy: 0.482 eV. As for the total energy: -1886.8494 Ha. Its structure (SMILES) is CCCCCCCCCCCCC[C@@H]1OC(=O)O[C@]1(COCC)COC(F)(F)F.CC(C)O.CC(C)O. The frontier orbital gap is 10.54 eV. As for the strongest force on any atom: 0.92 eV/A.

Atomic partial charges in e from the Mulliken method, atoms 1 to 5: -1.164 -0.090 -0.954 -0.006 -0.573